Record 1
ORCA calculation (the ωB97M-V functional and the def2-TZVPD basis) on a structure of composition C22H15AuN6O2SSe.

Results
* orbital gap: 4.33 eV
* relative energy (zero: lowest compared OMol25 entry of this formula, charge and spin): 2.2594 eV
* HOMO level: -13.923 eV
* maximum force: 0.1093 hartree/bohr
* total energy: -4261.06229 a.u.
* E_LUMO: -0.352 hartree

Structure (ORCA input):
```
! RIJCOSX wB97M-V def2-TZVPD def2/J DEFGRID3
* xyz 2 1
Au -0.17227 0.97688 -0.87170
N 3.46683 2.97088 -0.67260
C 4.09563 1.75908 -0.86000
C 5.42533 1.36938 -0.84270
C 5.69603 0.04318 -1.12990
C 4.68313 -0.87042 -1.44420
C 3.35733 -0.49872 -1.45090
C 3.06643 0.82768 -1.13600
N 1.88103 1.49608 -1.08160
C 2.14403 2.77518 -0.81820
C 1.05433 3.71268 -0.79440
C 1.03303 5.08278 -0.77240
S -0.57307 5.65658 -0.87030
C -1.13627 4.04328 -0.93320
N -0.19277 3.15478 -0.88690
H 3.93573 3.83228 -0.44040
H 6.21503 2.06858 -0.62550
H 6.71963 -0.29212 -1.13440
H 4.95483 -1.88142 -1.70090
H 2.56993 -1.18472 -1.71620
H 1.86243 5.76018 -0.71710
H -2.17817 3.79438 -1.01030
O -3.83187 -0.30132 -0.54070
C -3.01377 0.08648 0.28550
O -2.11937 0.94598 0.20320
C -3.08787 -0.63712 1.65550
C -3.98757 -1.67622 1.82460
C -3.92597 -2.43242 2.98540
C -2.99527 -2.11442 3.95980
C -2.11967 -1.05402 3.79180
C -2.18107 -0.28052 2.64210
H -4.71457 -1.90062 1.06220
H -4.61817 -3.25202 3.11900
H -2.97637 -2.68502 4.87640
H -1.39287 -0.80862 4.55300
H -1.52207 0.56238 2.49840
Se -3.39527 -0.98642 -2.89630
N -3.24507 -2.53972 -2.17030
C -2.11047 -2.61732 -1.48730
C -1.66787 -3.62552 -0.61560
C -0.51417 -3.38772 0.09330
C 0.17423 -2.17012 -0.02530
N -0.22327 -1.20572 -0.83270
C -1.31597 -1.41772 -1.58030
N -1.80517 -0.45812 -2.34660
H -2.24657 -4.52552 -0.48700
H -0.12557 -4.13312 0.76790
H 1.05363 -1.98192 0.57390
*
```

Atom charges from the Löwdin analysis, given in e for atoms 1 to 2: Au 1.358; N 0.225

Record 2
ORCA calculation (the ωB97M-V functional and the def2-TZVPD basis) on a structure of composition C22H15Cl2N5O3S3Ti.

Results
* orbital gap: 6.82 eV
* relative energy (zero: lowest compared OMol25 entry of this formula, charge and spin): 0.0000 eV
* HOMO level: -14.088 eV
* maximum force: 0.0297 hartree/bohr
* total energy: -4310.93153 a.u.
* E_LUMO: -0.267 hartree

Structure (ORCA input):
```
! RIJCOSX wB97M-V def2-TZVPD def2/J DEFGRID3
* xyz 2 1
Ti 0.53071 0.53923 -0.29119
Cl 7.17237 0.74056 -3.44256
C 5.62761 0.37750 -2.71412
C 4.91778 -0.69001 -3.26085
C 3.65907 -1.00806 -2.80149
Cl 2.78116 -2.26351 -3.59320
C 3.03853 -0.19610 -1.83380
O 1.78668 -0.35757 -1.35139
C 3.82966 0.80570 -1.21442
C 3.39511 1.47571 -0.04086
O 2.27269 1.38682 0.46196
C 5.12777 1.08496 -1.66336
H 5.36821 -1.26372 -4.06258
H 4.14964 2.05219 0.53012
H 5.62540 1.89558 -1.16449
S -6.98492 -0.95203 0.32891
N -5.88463 -1.62818 -0.65226
C -4.75196 -0.95587 -0.41803
C -3.49471 -1.22352 -1.05979
C -3.30164 -2.20380 -2.05368
C -2.03027 -2.41908 -2.54747
C -0.98209 -1.66015 -2.08328
N -1.09285 -0.72414 -1.12321
C -2.35276 -0.49382 -0.63382
C -2.46102 0.51823 0.41086
N -1.35617 1.16682 0.78551
C -1.40877 2.10512 1.73140
C -2.58653 2.43691 2.36476
C -3.76261 1.80523 1.98225
C -3.71488 0.80078 0.99657
C -4.86961 0.03112 0.58521
N -6.06261 0.15843 1.09990
H -4.13028 -2.83582 -2.36629
H -1.86382 -3.18521 -3.32697
H 0.02658 -1.83865 -2.41582
H -0.48661 2.60052 1.96553
H -2.63050 3.22383 3.08757
H -4.69854 2.07597 2.45576
S -0.05882 4.46818 -2.56299
C 0.05840 3.14470 -1.79487
N 0.20963 2.08269 -1.20215
C 0.99953 -2.43150 2.91679
S 1.72387 -0.85930 2.51236
C 1.38958 0.05762 3.98816
O 0.62960 -0.32729 1.55707
H 0.05002 -2.26153 3.43178
H 1.68526 -2.90933 3.60475
H 0.89595 -2.99430 2.00068
H 1.81771 -0.50740 4.82560
H 0.30981 0.12641 4.10957
H 1.88826 1.02907 3.94188
*
```

Atom charges from the Löwdin analysis, given in e for atoms 1 to 2: Ti 1.172; Cl 0.732

Record 3
ORCA calculation (the ωB97M-V functional and the def2-TZVPD basis) on a structure of composition C22H15F10N4OOsS.

Results
* orbital gap (alpha / beta): 6.83 / 7.64 eV
* relative energy (zero: lowest compared OMol25 entry of this formula, charge and spin): 0.2019 eV
* HOMO level (alpha / beta): -6.683 / -7.602 eV
* maximum force: 0.0060 hartree/bohr
* total energy: -2629.03822 a.u.
* E_LUMO (alpha / beta): 0.006 / 0.002 hartree
* expectation value of S²: 0.754

Structure (ORCA input):
```
! RIJCOSX wB97M-V def2-TZVPD def2/J DEFGRID3
* xyz 0 2
Os -0.05117 -0.02158 0.05994
C 2.78432 -0.87996 -0.76716
N 2.09005 0.09205 0.10281
C 2.45494 1.45481 -0.38292
C 1.50117 2.51091 0.13151
N 0.15142 1.98906 -0.05320
C -0.91852 2.85122 0.16559
C -1.00398 3.80056 1.18569
F 0.01314 3.96294 2.04681
C -2.12189 4.59656 1.37613
F -2.15032 5.47265 2.38307
C -3.21461 4.46851 0.54387
F -4.30514 5.21410 0.73341
C -3.15808 3.55930 -0.49858
F -4.19392 3.44857 -1.33684
C -2.02633 2.79487 -0.69177
F -1.99132 2.00295 -1.76937
C 2.51540 -0.17471 1.50854
C 1.47735 0.30755 2.49438
N 0.19552 -0.18907 2.01065
C -0.91338 -0.08165 2.85006
C -1.15439 0.95274 3.75482
F -0.29037 1.97180 3.87100
C -2.29010 1.00678 4.54814
F -2.46630 2.03317 5.38229
C -3.25037 0.02153 4.45702
F -4.35474 0.07459 5.20281
C -3.04227 -1.03173 3.58291
F -3.94570 -2.01368 3.49779
C -1.89181 -1.08396 2.82512
F -1.71308 -2.16255 2.05427
H 3.86920 -0.74296 -0.70308
H 2.46184 -0.73748 -1.79605
H 2.53310 -1.89072 -0.45350
H 2.36899 1.41286 -1.46931
H 3.49534 1.67737 -0.12340
H 1.65034 3.42637 -0.45272
H 1.73524 2.76637 1.16759
H 3.50230 0.26030 1.69431
H 2.58780 -1.25846 1.60078
H 1.50206 1.39471 2.59150
H 1.70344 -0.10834 3.48182
O -2.12201 -0.01905 0.02312
N -2.73198 -1.11194 -0.44256
C -4.08343 -1.09178 -0.40497
C -4.81036 -2.15895 -0.84728
C -4.13124 -3.27663 -1.34360
C -2.76031 -3.26749 -1.37591
C -2.03380 -2.16093 -0.91792
S -0.29915 -2.08623 -0.92571
H -4.49554 -0.17970 -0.00077
H -5.88805 -2.11840 -0.80287
H -4.67915 -4.14010 -1.69430
H -2.19743 -4.11227 -1.74665
*
```

Atom charges from the Löwdin analysis, given in e for atoms 1 to 2: Os 1.214; C -0.117

What is the relative energy (zero: lowest compared OMol25 entry of this formula, charge and spin) in the third record?
0.2019 eV

What is the formula in the third record?
C22H15F10N4OOsS

Which formula does entry 3 have?
C22H15F10N4OOsS

Look up the maximum force of the third one.
0.0060 hartree/bohr